1.
{
  "formula": "C5H7N",
  "method": "ωB97M-V with the def2-TZVPD basis set",
  "elements": ["N", "C", "C", "C", "C", "C", "H", "H", "H", "H", "H", "H", "H"],
  "positions_angstrom": [[2.620, -0.630, 1.464], [2.034, -0.267, 0.536], [1.167, 0.196, -0.551], [-0.180, 0.533, 0.050], [-1.000, -0.522, 0.726], [-1.446, 0.123, -0.615], [1.075, -0.592, -1.308], [1.616, 1.066, -1.043], [-0.225, 1.501, 0.539], [-1.393, -0.263, 1.715], [-0.690, -1.572, 0.735], [-1.330, -0.435, -1.550], [-2.247, 0.860, -0.699]],
  "forces_ev_per_angstrom": [[-0.42, 0.32, -0.91], [0.65, -0.33, 0.80], [0.05, -0.03, -0.03], [0.12, 0.19, 0.10], [-0.25, 0.03, -0.26], [-0.12, -0.12, 0.16], [0.03, 0.06, 0.19], [-0.03, -0.14, 0.09], [0.18, -0.08, 0.02], [-0.37, 0.16, -0.71], [0.13, 0.43, -0.43], [-0.08, -0.18, 0.58], [0.12, -0.31, 0.40]],
  "lowdin_charge": [0.14, -0.23, -0.15, -0.35, -0.10, -0.10, 0.13, 0.12, 0.14, 0.10, 0.10, 0.10, 0.10],
  "total_energy_ha": -249.42751,
  "homo_ev": -11.0,
  "gap_ev": 11.966,
  "lumo_energy_ev": 0.958,
  "smiles": "N#CCC1CC1"
}


2.
{
  "formula": "C5H7N",
  "method": "ωB97M-V with the def2-TZVPD basis set",
  "elements": ["C", "C", "C", "C", "C", "N", "H", "H", "H", "H", "H", "H", "H"],
  "positions_angstrom": [[-0.671, 0.362, -1.434], [0.083, 0.761, -0.124], [-0.397, 0.388, 1.282], [0.833, -0.383, 1.026], [0.889, -1.637, 0.362], [0.991, -2.531, -0.368], [-0.098, -0.330, -2.071], [-0.802, 1.287, -2.027], [-1.685, -0.053, -1.335], [0.827, 1.491, -0.443], [-1.327, -0.164, 1.239], [-0.323, 1.020, 2.174], [1.681, -0.212, 1.720]],
  "forces_ev_per_angstrom": [[0.24, -0.10, 0.43], [0.85, -1.11, 0.86], [-0.51, 0.48, -0.67], [0.04, 0.43, -1.21], [-0.16, -0.79, -0.91], [-0.15, 0.35, 0.76], [-0.02, 0.11, 0.35], [0.20, -0.31, 0.40], [0.43, -0.02, 0.46], [-0.28, 0.33, 1.23], [-0.16, 0.02, 0.10], [-0.08, 0.15, -0.67], [-0.39, 0.45, -1.13]],
  "lowdin_charge": [-0.08, -0.15, -0.14, -0.19, -0.26, 0.13, 0.07, 0.07, 0.07, 0.11, 0.11, 0.11, 0.14],
  "total_energy_ha": -249.39009,
  "homo_ev": -9.3,
  "gap_ev": 10.159,
  "lumo_energy_ev": 0.880,
  "smiles": "C[C@H]1C[C@H]1C#N"
}


3.
{
  "formula": "C5H7N",
  "method": "ωB97M-V with the def2-TZVPD basis set",
  "elements": ["C", "C", "C", "C", "C", "N", "H", "H", "H", "H", "H", "H", "H"],
  "positions_angstrom": [[1.769, 0.462, 0.150], [0.503, -0.293, -0.187], [-0.418, -0.791, 0.908], [-0.799, 0.363, 0.065], [-1.891, 0.678, -0.706], [-2.843, 1.139, -1.307], [2.061, 1.120, -0.675], [2.593, -0.231, 0.346], [1.618, 1.084, 1.037], [0.585, -0.943, -1.061], [-0.158, -0.566, 1.941], [-0.910, -1.754, 0.779], [-2.111, -0.268, -1.289]],
  "forces_ev_per_angstrom": [[0.06, 0.03, 0.05], [0.11, -0.01, -0.07], [-0.01, -0.10, 0.18], [0.63, 0.26, 0.62], [-0.38, -0.73, -0.62], [-0.43, 0.99, 0.06], [-0.04, -0.10, 0.10], [-0.08, 0.08, -0.01], [0.02, -0.09, -0.10], [-0.09, 0.10, 0.12], [0.04, -0.03, -0.14], [0.04, 0.18, -0.04], [0.13, -0.58, -0.14]],
  "lowdin_charge": [-0.07, -0.31, -0.08, -0.15, -0.33, 0.17, 0.08, 0.08, 0.08, 0.14, 0.11, 0.11, 0.18],
  "total_energy_ha": -249.26829,
  "homo_ev": [-8.4, -8.3],
  "gap_ev": [8.519, 7.869],
  "lumo_energy_ev": [0.130, -0.461]
}


4.
{
  "formula": "C5H7N",
  "method": "ωB97M-V with the def2-TZVPD basis set",
  "elements": ["C", "C", "N", "C", "C", "C", "H", "H", "H", "H", "H", "H", "H"],
  "positions_angstrom": [[-1.223, -0.923, 0.344], [-0.985, 0.325, -0.405], [-0.514, 1.513, 0.226], [0.465, 0.948, -0.658], [1.564, 0.163, -0.229], [2.492, -0.507, 0.129], [-0.573, -1.064, 1.185], [-2.213, -1.040, 0.745], [-1.077, -1.804, -0.252], [-1.632, 0.487, -1.251], [-0.303, 1.381, 1.205], [0.669, 1.572, -1.525], [3.329, -1.049, 0.486]],
  "forces_ev_per_angstrom": [[0.34, -0.86, 0.31], [1.41, 0.90, -1.20], [-0.50, 1.05, 0.86], [-1.44, -0.92, -0.46], [0.55, -0.26, 0.55], [-0.03, 0.11, 0.06], [0.63, 0.23, 0.47], [-0.72, 0.48, 0.03], [0.16, -0.40, -0.65], [-0.35, 0.21, -0.02], [0.08, -0.12, 0.15], [-0.24, -0.28, -0.09], [0.10, -0.13, -0.02]],
  "lowdin_charge": [-0.07, -0.29, 0.03, -0.27, -0.13, 0.12, 0.07, 0.07, 0.08, 0.12, 0.11, 0.13, 0.02],
  "total_energy_ha": -249.35807,
  "homo_ev": -8.8,
  "gap_ev": 9.917,
  "lumo_energy_ev": 1.121,
  "smiles": "C#C[C@@H]1N[C@@H]1C"
}


5.
{
  "formula": "C5H7N",
  "method": "ωB97M-V with the def2-TZVPD basis set",
  "elements": ["C", "C", "C", "N", "C", "C", "H", "H", "H", "H", "H", "H", "H"],
  "positions_angstrom": [[1.098, -0.272, -0.649], [-0.232, 0.118, -1.243], [0.795, -1.026, 0.630], [-0.073, -0.638, 1.469], [-0.779, 0.590, 1.072], [-1.157, 0.548, -0.389], [1.667, 0.634, -0.374], [1.731, -0.847, -1.329], [-0.424, -0.060, -2.297], [1.303, -1.975, 0.809], [-0.107, 1.444, 1.262], [-1.649, 0.728, 1.719], [-2.180, 0.757, -0.686]],
  "forces_ev_per_angstrom": [[-0.02, -0.02, 0.02], [-0.18, 0.02, 0.09], [-0.09, -0.02, 0.19], [0.28, -0.09, -0.29], [-0.10, 0.09, 0.00], [0.10, -0.10, -0.12], [-0.11, -0.15, -0.04], [-0.15, 0.02, 0.08], [0.01, 0.16, 0.11], [0.08, 0.17, 0.13], [-0.09, -0.12, -0.05], [0.13, -0.08, -0.11], [0.16, 0.11, -0.01]],
  "lowdin_charge": [-0.17, -0.11, -0.18, 0.04, -0.22, -0.10, 0.12, 0.10, 0.10, 0.11, 0.12, 0.10, 0.10],
  "total_energy_ha": -249.43373,
  "homo_ev": -9.5,
  "gap_ev": 10.594,
  "lumo_energy_ev": 1.122,
  "smiles": "C1=CCN=CC1"
}


6.
{
  "formula": "C5H7N",
  "method": "ωB97M-V with the def2-TZVPD basis set",
  "elements": ["C", "C", "C", "C", "C", "N", "H", "H", "H", "H", "H", "H", "H"],
  "positions_angstrom": [[-0.204, -0.271, 0.006], [2.045, 0.848, -0.246], [1.153, 0.118, 0.455], [-1.665, 0.903, -1.571], [-1.024, -1.235, 0.793], [-0.901, 0.531, -0.757], [1.840, 1.213, -1.300], [3.054, 1.162, 0.301], [1.694, -0.371, 1.292], [-2.411, 1.546, -1.887], [-1.754, -0.672, 1.427], [-0.300, -1.805, 1.347], [-1.527, -1.966, 0.139]],
  "forces_ev_per_angstrom": [[0.76, 1.20, 0.94], [1.22, 1.16, 0.12], [1.16, -0.41, -1.06], [0.90, -0.77, -0.76], [-0.35, 0.02, -0.22], [0.50, -0.85, 0.17], [0.31, -0.15, 1.55], [-2.22, -0.86, -1.63], [-1.44, 0.23, 0.04], [-1.07, 1.20, 0.08], [0.48, -0.87, -0.24], [-0.08, -0.28, 0.81], [-0.16, 0.38, 0.20]],
  "lowdin_charge": [-0.36, -0.06, -0.17, 0.14, -0.06, 0.01, 0.06, 0.08, 0.10, 0.03, 0.09, 0.06, 0.08],
  "total_energy_ha": -249.32401,
  "homo_ev": [-6.9, -6.9],
  "gap_ev": [7.770, 7.702],
  "lumo_energy_ev": [0.883, 0.815]
}


7.
{
  "formula": "C5H7N",
  "method": "ωB97M-V with the def2-TZVPD basis set",
  "elements": ["C", "C", "C", "C", "N", "C", "H", "H", "H", "H", "H", "H", "H"],
  "positions_angstrom": [[1.370, -0.019, 0.825], [0.704, 0.722, -0.312], [0.588, -0.783, -0.182], [-1.480, -0.056, -1.243], [-0.851, -0.665, 0.053], [-0.810, 0.800, -0.199], [2.448, -0.120, 0.708], [1.043, 0.021, 1.863], [1.283, 1.275, -1.042], [0.932, -1.548, -0.866], [-2.559, -0.060, -1.016], [-1.325, -1.026, 0.875], [-1.319, 1.480, 0.486]],
  "forces_ev_per_angstrom": [[0.03, 0.02, 0.14], [0.09, 0.18, -0.23], [0.13, -0.25, -0.09], [-0.26, 0.18, 0.20], [0.01, -0.26, 0.06], [0.02, 0.16, 0.11], [-0.20, 0.05, 0.04], [-0.06, 0.16, -0.18], [-0.07, -0.15, 0.06], [0.02, 0.04, 0.21], [0.09, 0.15, 0.04], [0.09, -0.11, -0.29], [0.09, -0.16, -0.08]],
  "lowdin_charge": [-0.06, -0.16, -0.22, -0.04, -0.07, -0.27, 0.11, 0.10, 0.13, 0.14, 0.02, 0.17, 0.13],
  "total_energy_ha": -249.28021,
  "homo_ev": -7.3,
  "gap_ev": 8.213,
  "lumo_energy_ev": 0.910
}


8.
{
  "formula": "C5H7N",
  "method": "ωB97M-V with the def2-TZVPD basis set",
  "elements": ["C", "C", "C", "C", "C", "N", "H", "H", "H", "H", "H", "H", "H"],
  "positions_angstrom": [[-0.447, -0.272, -1.432], [-1.434, -1.362, -0.420], [0.206, 0.058, -0.258], [1.670, 0.086, 0.046], [-0.686, 0.893, 0.700], [-1.662, -0.673, -1.556], [-1.158, -2.497, -0.615], [1.924, 1.128, 0.200], [2.216, -0.281, -0.739], [1.884, -0.454, 1.068], [-0.316, 0.792, 1.814], [-1.772, 0.584, 0.615], [-0.424, 1.996, 0.577]],
  "forces_ev_per_angstrom": [[1.29, 0.63, 0.02], [0.68, -2.83, 0.00], [-2.03, 0.25, 0.80], [-1.45, -0.23, 3.12], [0.97, 0.86, 1.95], [-0.33, 0.00, -0.35], [-0.38, 1.96, 0.38], [0.22, 0.28, 0.10], [1.55, -1.14, -1.69], [-0.38, 0.88, -2.07], [-0.87, -0.46, -2.03], [1.51, 0.97, 0.22], [-0.77, -1.17, -0.44]],
  "lowdin_charge": [-0.15, -0.02, -0.33, -0.05, -0.10, 0.03, 0.09, 0.08, 0.04, 0.14, 0.11, 0.07, 0.09],
  "total_energy_ha": -249.23849,
  "homo_ev": [-8.2, -8.2],
  "gap_ev": [8.340, 8.340],
  "lumo_energy_ev": [0.142, 0.142],
  "smiles": "CC(C)=C1C=N1"
}


9.
{
  "formula": "C5H7N",
  "method": "ωB97M-V with the def2-TZVPD basis set",
  "elements": ["C", "C", "C", "C", "C", "N", "H", "H", "H", "H", "H", "H", "H"],
  "positions_angstrom": [[0.596, 3.656, 0.531], [-0.928, 0.185, -0.067], [0.347, 0.423, 0.144], [-1.316, -1.212, -0.542], [1.610, -0.350, 0.418], [0.444, 2.514, 0.318], [-1.819, 0.895, 0.049], [-1.966, -1.098, -1.434], [-1.963, -1.737, 0.194], [-0.488, -1.775, -0.805], [2.290, 0.016, -0.343], [1.300, -1.393, 0.106], [1.893, -0.124, 1.431]],
  "forces_ev_per_angstrom": [[0.10, 0.41, 0.18], [-3.55, -1.89, -0.87], [3.00, 0.70, 2.29], [-2.51, 1.87, -0.27], [-3.13, -0.23, -2.47], [-0.06, 0.47, -0.62], [1.66, -0.57, 0.26], [0.25, -0.18, 0.31], [0.48, 0.40, -0.16], [1.48, -1.23, -0.36], [0.66, 0.09, 0.27], [1.16, 0.50, 1.13], [0.44, -0.35, 0.32]],
  "mulliken_spin": [0.12, 0.40, 0.96, 0.04, 0.01, 0.28, 0.04, 0.03, 0.05, 0.00, 0.03, 0.03, 0.03],
  "total_energy_ha": -249.17967,
  "multiplicity": 3,
  "homo_ev": [-7.1, -9.1],
  "gap_ev": [7.644, 5.182],
  "lumo_energy_ev": [0.499, -3.901],
  "s2": 2.008
}


10.
{
  "formula": "C5H7N",
  "method": "ωB97M-V with the def2-TZVPD basis set",
  "elements": ["C", "C", "C", "C", "C", "N", "H", "H", "H", "H", "H", "H", "H"],
  "positions_angstrom": [[0.497, -0.699, 2.165], [1.735, -0.100, 2.231], [-1.275, -0.177, -0.295], [1.261, 0.443, 0.823], [-0.922, 0.325, -1.632], [0.052, -0.169, 0.740], [-0.109, -1.343, 2.773], [2.582, -0.024, 2.856], [-1.762, -1.118, -0.117], [1.721, 1.104, 0.110], [-0.283, 1.203, -1.551], [-1.846, 0.623, -2.134], [-0.416, -0.416, -2.267]],
  "forces_ev_per_angstrom": [[-1.34, -0.25, -0.87], [-3.97, 0.89, -5.17], [4.45, -0.09, 3.06], [2.89, 0.92, 1.24], [-0.16, 0.19, -0.13], [-1.81, -1.68, 1.61], [-0.19, -0.16, 0.10], [0.44, 0.01, 0.35], [-0.35, -0.07, 0.06], [0.04, 0.16, -0.24], [-0.01, 0.03, -0.06], [0.06, 0.01, -0.12], [-0.05, 0.02, 0.17]],
  "mulliken_spin": [0.36, -0.01, 0.84, 0.63, -0.03, 0.08, 0.00, 0.00, 0.02, 0.03, 0.01, 0.01, 0.06],
  "total_energy_ha": -249.20929,
  "multiplicity": 3,
  "homo_ev": [-6.3, -8.3],
  "gap_ev": [7.435, 8.046],
  "lumo_energy_ev": [1.148, -0.266],
  "s2": 2.012
}